# 1
13
Properties=species:S:1:pos:R:3:forces:R:3 method="wB97M-V/def2-TZVPD" gap_ev=10.85 relative_energy_kcal_mol=71.7 homo_ev=-9.96 smiles=C[C@H](N)CCl
C -0.173 -0.661 -1.210 3.3 -2.7 -3.0
C 0.243 0.272 -0.182 3.5 1.2 0.4
C -0.763 0.662 0.760 1.9 -0.9 6.0
H -1.213 -0.577 -1.380 -0.9 0.0 -0.8
H 0.562 -0.111 -2.155 -2.6 -3.0 2.0
H 0.066 -1.885 -0.934 -0.4 3.6 -1.0
H 0.413 1.157 -0.729 1.3 1.4 -0.4
H 0.648 -1.035 0.964 4.1 1.0 -0.1
H 2.019 0.172 1.340 -2.3 -1.0 -2.2
H -0.791 -0.327 1.397 -1.5 1.7 -0.6
H -0.316 1.450 1.541 -1.0 -1.6 -1.8
N 1.479 -0.366 0.521 -3.2 -0.5 1.9
Cl -2.173 1.248 0.068 -2.2 0.7 -0.6


# 2
15
Properties=species:S:1:pos:R:3:forces:R:3 method="wB97M-V/def2-TZVPD" gap_ev="5.36 / 5.50" charge=+1 multiplicity=2 homo_ev="-10.56 / -10.70"
H 2.861 -1.745 1.351 -1.0 -0.7 0.2
C 1.893 -1.076 -0.422 0.3 0.1 0.8
C 2.086 -1.087 0.928 0.5 -0.1 -0.6
O 1.609 -0.193 1.782 -0.6 1.6 0.0
Yb 0.092 1.327 2.041 1.0 -1.0 -0.3
H 1.954 -0.107 -0.930 -1.0 -0.4 0.0
H 1.935 -2.025 -0.961 0.8 0.6 -0.1
O -1.850 1.378 0.658 0.3 0.5 1.0
C -1.843 0.311 -0.319 0.0 -0.2 -0.7
C -0.733 0.574 -1.269 -0.4 0.0 -0.1
H -2.734 1.550 1.002 -0.1 -0.1 -0.2
H -2.819 0.302 -0.830 0.3 -0.2 0.2
H -1.692 -0.633 0.223 -0.2 -0.1 -0.1
H -0.026 1.367 -1.021 -0.2 -0.3 -0.4
H -0.735 0.056 -2.234 0.3 0.3 0.5


# 3
13
Properties=species:S:1:pos:R:3:forces:R:3 method="wB97M-V/def2-TZVPD" gap_ev=9.12 relative_energy_kcal_mol=58.1 homo_ev=-9.00 smiles="C=CC1=NN=CC1"
C -0.873 -2.212 -0.449 1.7 -0.4 0.1
C 0.101 -1.423 0.059 -1.2 -3.9 0.0
C -0.041 -0.033 0.030 -1.0 1.7 -0.3
C 0.182 2.159 -0.015 -0.7 3.7 1.6
C 0.912 0.994 0.410 2.5 -0.4 -0.8
H -0.712 -3.310 -0.470 -0.5 0.9 0.1
H -1.708 -1.749 -0.923 -0.6 -0.1 -0.3
H 0.864 -2.001 0.578 0.5 0.9 -0.1
H 0.517 3.230 0.157 -0.4 -1.5 -0.4
H 1.866 0.954 -0.190 -0.5 -0.3 1.0
H 1.062 0.959 1.494 0.4 0.2 -0.1
N -1.134 0.527 -0.370 -1.0 -1.3 0.0
N -1.037 1.905 -0.310 0.8 0.5 -0.8


# 4
64
Properties=species:S:1:pos:R:3:forces:R:3 method="wB97M-V/def2-TZVPD" gap_ev="4.93 / 5.69" relative_energy_kcal_mol=62.6 charge=-1 homo_ev="-3.27 / -3.76"
Ta -0.146 0.194 -0.118 -3.5 -0.9 1.3
S -0.633 -1.655 2.232 -0.1 -0.3 -0.3
S -1.606 -3.242 1.628 0.4 -0.3 0.3
S -0.171 -4.822 1.345 -0.7 0.3 0.0
S 1.623 -4.118 1.607 0.4 0.1 0.2
C 1.573 -4.353 -3.014 0.2 0.0 0.1
C 2.139 -3.575 -2.017 0.1 -0.1 -0.2
C 1.363 -2.718 -1.258 -0.4 0.1 -0.1
C -0.007 -2.630 -1.506 0.7 -0.8 -0.5
C -0.583 -3.465 -2.469 -0.1 0.2 0.0
C 0.203 -4.305 -3.225 0.0 0.0 0.0
N -0.805 -1.705 -0.830 -0.3 1.2 0.5
N -2.031 -2.147 -0.635 -0.2 -0.8 -0.4
C -2.876 -1.224 -0.103 0.2 1.0 0.2
C -4.226 -1.548 0.113 0.2 0.0 -0.1
C -5.073 -0.604 0.639 -0.1 -0.2 0.0
C -4.589 0.664 0.953 0.3 0.1 0.0
C -3.252 0.966 0.764 0.2 0.3 0.0
C -2.348 0.036 0.255 0.4 -0.6 -0.7
H 2.192 -4.999 -3.622 0.1 0.0 0.0
H 3.201 -3.633 -1.823 0.1 0.0 0.0
H 1.819 -2.116 -0.483 0.0 -0.1 0.0
H -1.652 -3.413 -2.606 0.0 0.0 -0.1
H -0.253 -4.915 -3.993 0.0 -0.1 0.0
H -4.571 -2.541 -0.131 0.0 -0.1 -0.1
H -6.115 -0.842 0.811 0.0 0.0 0.0
H -5.259 1.413 1.348 -0.1 0.1 0.1
H -2.894 1.956 1.016 0.0 0.1 0.0
Br -1.413 3.581 2.996 -0.1 0.2 0.2
C 0.092 2.519 3.381 -0.3 -0.4 -1.0
C 0.836 2.744 4.531 0.5 -0.2 0.3
C 1.929 1.957 4.783 -0.2 0.3 0.2
Br 2.905 2.256 6.391 0.0 0.0 -0.1
C 2.341 0.949 3.888 -0.2 -0.1 -0.3
C 3.474 0.129 4.055 0.2 -0.2 -0.1
C 3.789 -0.790 3.092 -0.1 0.3 0.3
C 2.962 -0.916 1.967 -0.2 -0.2 -0.2
N 1.889 -0.189 1.791 -0.2 0.0 -0.8
C 1.572 0.740 2.712 -0.1 0.4 0.5
C 0.400 1.525 2.460 0.9 0.7 1.8
O -0.338 1.290 1.434 -0.5 0.6 0.2
H 0.537 3.533 5.202 0.0 0.0 0.1
H 4.085 0.240 4.939 0.0 0.0 0.0
H 4.655 -1.423 3.192 0.1 -0.1 0.0
H 3.200 -1.654 1.215 -0.1 0.0 -0.1
C -1.935 3.774 -3.197 0.0 0.2 0.0
C -1.303 4.095 -2.008 0.0 0.0 0.1
C -0.851 3.086 -1.170 0.0 0.3 0.1
C -1.020 1.747 -1.492 0.4 -0.7 0.7
C -1.640 1.443 -2.698 -0.1 -0.2 -0.2
C -2.095 2.443 -3.543 -0.1 -0.1 -0.1
H -2.303 4.557 -3.846 0.0 0.0 -0.1
H -1.170 5.128 -1.719 0.0 0.1 0.0
H -0.353 3.355 -0.248 0.0 0.1 0.1
H -1.775 0.405 -2.974 -0.1 -0.1 -0.1
H -2.589 2.195 -4.473 0.0 -0.1 -0.1
C 2.647 1.840 -2.680 -0.6 -0.6 0.7
S 2.173 0.854 -1.234 4.9 1.7 -2.1
O 3.339 0.119 -0.832 -0.2 -0.1 -0.2
O 1.668 1.776 -0.231 -1.1 -0.1 0.4
O 1.078 -0.010 -1.718 -0.3 -0.9 -0.7
H 3.511 2.437 -2.415 0.1 0.0 0.1
H 1.808 2.466 -2.955 -0.2 0.1 0.0
H 2.881 1.144 -3.476 0.1 -0.1 -0.1


| no. | calculated total energy (hartree) |
| --- | --- |
| 1 | -633.92034 |
| 2 | -1466.01734 |
| 3 | -303.54347 |
| 4 | -8740.94838 |